Record 1
{
  "formula": "C35H38FFeN3O3Si",
  "method": "wB97M-V/def2-TZVPD",
  "homo_lumo_gap_ha": [0.0698, 0.0806],
  "max_force_ev_per_a": 4.484,
  "s2": 6.015,
  "spin_multiplicity": 5,
  "species": ["Fe", "Si", "F", "O", "O", "O", "N", "N", "N", "C", "C", "C", "C", "C", "C", "C", "C", "C", "C", "C", "C", "C", "C", "C", "C", "C", "C", "C", "C", "C", "C", "C", "C", "C", "C", "C", "C", "C", "C", "C", "C", "C", "C", "C", "H", "H", "H", "H", "H", "H", "H", "H", "H", "H", "H", "H", "H", "H", "H", "H", "H", "H", "H", "H", "H", "H", "H", "H", "H", "H", "H", "H", "H", "H", "H", "H", "H", "H", "H", "H", "H", "H"],
  "coordinates": [[0.598, 0.403, -0.215], [-0.415, -4.158, -1.995], [2.158, 6.592, 1.541], [-3.226, 0.766, -0.938], [0.207, 2.345, -0.338], [-1.443, 0.202, 0.404], [0.696, 9.388, 5.376], [-2.883, 4.149, 1.731], [0.138, 7.539, 3.419], [0.896, 6.037, 1.596], [-1.345, 5.895, 2.481], [2.621, -3.417, -2.389], [1.863, -5.682, -2.153], [-0.087, 6.520, 2.483], [-0.785, 3.030, 0.131], [-0.633, 4.312, 0.798], [4.221, -5.267, -1.878], [1.287, 0.665, 2.044], [0.064, -1.310, -1.597], [-2.299, 1.001, -0.156], [1.528, -4.291, -2.247], [0.982, 9.759, 3.988], [2.720, -0.167, 0.396], [2.392, 0.990, 1.197], [-4.115, -4.628, -3.376], [1.804, -1.220, 0.766], [0.650, 4.896, 0.856], [-5.111, 3.772, 2.818], [1.223, 8.446, 3.226], [-3.121, -3.305, -5.139], [-0.249, 7.268, 4.800], [-1.914, -3.602, -3.052], [3.942, -3.909, -2.111], [0.925, -0.700, 1.801], [-3.808, 4.498, 2.719], [-4.067, 3.564, 3.871], [-0.516, 8.547, 5.568], [-1.653, 4.808, 1.651], [-3.116, -4.132, -2.509], [-3.103, 3.063, 0.925], [3.146, -6.155, -2.014], [-2.045, -2.957, -4.287], [-2.071, 2.441, 0.268], [-4.079, -4.255, -4.745], [1.883, 10.367, 3.974], [-2.079, 6.287, 3.178], [-4.234, 4.087, 4.816], [2.427, -2.365, -2.678], [-0.634, 8.356, 6.633], [1.199, -1.204, -1.473], [-5.946, 4.400, 3.103], [0.616, 10.244, 5.947], [-3.859, 5.558, 2.945], [-3.164, -2.784, -6.129], [-0.179, -1.289, -2.672], [1.329, 8.664, 2.151], [0.121, -1.278, 2.291], [-1.150, 6.646, 4.827], [-1.283, -2.243, -4.600], [-3.535, 2.608, 3.889], [-4.939, -4.461, -5.411], [3.234, -7.216, -1.813], [2.165, 7.993, 3.606], [-5.000, -5.164, -2.988], [-0.550, -3.442, -0.623], [-1.383, 9.125, 5.229], [-3.143, -4.215, -1.403], [-0.751, -5.562, -2.148], [1.430, 4.398, 0.290], [1.092, -6.443, -2.037], [4.762, -3.187, -1.950], [0.141, 10.360, 3.623], [-5.387, 2.937, 2.179], [1.836, -2.241, 0.374], [0.559, 6.700, 5.310], [5.212, -5.635, -1.524], [-4.118, 2.627, 0.935], [3.024, 1.861, 1.287], [1.508, 8.881, 5.732], [3.624, -0.313, -0.205], [-0.863, -1.511, -0.966], [0.840, 1.324, 2.789]],
  "lowdin_charge": [0.659, 0.739, 0.032, 0.035, -0.073, -0.106, 0.029, -0.004, -0.103, -0.164, 0.052, -0.100, -0.170, -0.154, -0.232, -0.036, -0.108, -0.196, -0.238, -0.602, -0.272, -0.094, -0.190, -0.204, -0.100, -0.207, 0.101, -0.092, -0.146, -0.115, -0.125, -0.330, -0.097, -0.160, -0.288, -0.069, -0.087, -0.092, -0.139, 0.065, -0.127, -0.102, -0.023, -0.121, 0.140, 0.096, 0.100, 0.093, 0.140, -0.040, 0.106, 0.195, 0.134, 0.103, -0.048, 0.152, 0.108, 0.126, 0.093, 0.125, 0.094, 0.092, 0.142, 0.096, -0.006, 0.148, 0.101, -0.027, 0.143, 0.061, 0.094, 0.148, 0.102, 0.097, 0.149, 0.104, 0.142, 0.080, 0.182, 0.096, 0.006, 0.089]
}

---

Record 2
{
  "formula": "CH5N2O",
  "method": "wB97M-V/def2-TZVPD",
  "homo_lumo_gap_ha": 0.3512,
  "max_force_ev_per_a": 3.536,
  "e_above_lowest_ev": 5.794,
  "total_charge": 1,
  "species": ["O", "N", "N", "C", "H", "H", "H", "H", "H"],
  "coordinates": [[-1.626, -0.278, -0.314], [-2.970, -0.697, 0.239], [2.047, 0.302, -0.204], [-1.829, -0.958, 0.856], [2.441, -0.669, 0.030], [2.433, 1.185, 0.280], [2.194, 0.636, -1.290], [0.974, 0.344, -0.037], [-3.663, 0.135, 0.441]],
  "lowdin_charge": [-0.124, 0.040, 0.231, -0.082, 0.186, 0.179, 0.230, 0.155, 0.185]
}

---

Record 3
{
  "formula": "C6H15N2",
  "method": "wB97M-V/def2-TZVPD",
  "homo_lumo_gap_ha": 0.3617,
  "max_force_ev_per_a": 1.922,
  "e_above_lowest_ev": 2.562,
  "total_charge": 1,
  "species": ["N", "N", "C", "C", "C", "C", "C", "C", "H", "H", "H", "H", "H", "H", "H", "H", "H", "H", "H", "H", "H", "H", "H"],
  "coordinates": [[2.102, -0.337, 0.103], [-2.190, 0.133, -0.322], [-0.971, -2.029, -0.136], [0.524, 3.159, -0.428], [1.099, 0.738, -0.137], [-0.043, -2.779, 0.504], [1.460, 2.037, -0.079], [-1.943, -1.071, 0.474], [0.050, 0.427, -0.225], [-1.525, -0.710, 1.399], [2.484, 2.316, 0.161], [0.457, -3.636, -0.015], [0.116, -2.651, 1.584], [2.408, -0.821, -0.712], [-1.150, -2.209, -1.212], [-2.902, -1.525, 0.696], [-2.943, 0.609, 0.197], [-2.634, -0.141, -1.195], [-0.491, 2.882, -0.613], [1.605, -1.054, 0.631], [2.976, 0.046, 0.538], [0.506, 3.859, 0.380], [0.916, 3.710, -1.264]],
  "lowdin_charge": [0.196, -0.021, -0.179, -0.063, -0.077, -0.023, -0.093, -0.301, 0.081, 0.108, 0.116, 0.082, 0.072, 0.151, 0.116, 0.121, 0.094, 0.079, 0.072, 0.111, 0.191, 0.079, 0.087]
}

---

Record 4
{
  "formula": "C3H8NS2",
  "method": "wB97M-V/def2-TZVPD",
  "homo_lumo_gap_ha": 0.3346,
  "max_force_ev_per_a": 3.262,
  "e_above_lowest_ev": 2.776,
  "total_charge": 1,
  "species": ["S", "S", "N", "C", "C", "C", "H", "H", "H", "H", "H", "H", "H", "H"],
  "coordinates": [[-1.429, 0.123, -2.283], [1.961, -0.881, -0.469], [-0.683, 0.214, 0.303], [0.180, 1.673, 2.190], [-1.920, 0.367, -0.537], [-0.265, 0.956, 1.197], [1.364, -1.959, -0.749], [3.133, -1.221, -1.041], [0.894, 2.487, 1.834], [-0.125, 1.917, 3.249], [-2.521, 1.296, -0.383], [-0.124, -0.615, 0.118], [-2.593, 0.069, -2.812], [-2.525, -0.547, -0.237]],
  "lowdin_charge": [0.767, 0.610, -0.008, 0.154, -0.447, -0.075, -0.227, -0.143, 0.135, 0.134, 0.115, 0.033, -0.163, 0.116]
}

---

Record 5
{
  "formula": "H22O11",
  "method": "wB97M-V/def2-TZVPD",
  "homo_lumo_gap_ha": 0.3457,
  "max_force_ev_per_a": 3.069,
  "e_above_lowest_ev": 2.233,
  "species": ["O", "O", "O", "O", "O", "O", "O", "O", "O", "O", "O", "H", "H", "H", "H", "H", "H", "H", "H", "H", "H", "H", "H", "H", "H", "H", "H", "H", "H", "H", "H", "H", "H"],
  "coordinates": [[-18.497, 6.056, 11.021], [-17.711, 7.712, 7.998], [-20.064, 8.521, 6.880], [-15.927, 6.634, 10.114], [-16.013, 9.713, 6.675], [-18.020, 6.754, 5.140], [-18.084, 8.862, 10.519], [-14.679, 4.984, 8.266], [-15.116, 6.794, 6.194], [-19.576, 5.439, 8.426], [-18.543, 10.733, 6.553], [-17.161, 7.072, 8.444], [-19.322, 7.984, 7.146], [-18.013, 8.180, 9.794], [-15.069, 5.387, 7.441], [-17.242, 6.701, 4.601], [-14.963, 7.174, 5.358], [-17.695, 10.354, 6.870], [-15.256, 7.117, 9.648], [-18.855, 5.651, 11.835], [-15.873, 5.772, 9.720], [-13.770, 5.089, 8.443], [-17.352, 9.435, 10.330], [-16.030, 9.640, 5.726], [-17.611, 6.324, 11.186], [-20.519, 5.715, 8.550], [-18.072, 5.955, 5.640], [-20.505, 8.647, 7.706], [-15.353, 10.436, 6.641], [-19.098, 9.939, 6.640], [-19.239, 5.758, 9.246], [-17.203, 8.278, 7.399], [-14.879, 7.351, 6.912]],
  "lowdin_charge": [-0.043, -0.060, -0.032, -0.037, -0.044, -0.020, -0.078, -0.048, -0.013, -0.064, -0.096, 0.021, -0.016, 0.000, 0.044, 0.012, 0.037, -0.022, 0.041, 0.078, 0.021, 0.029, 0.014, 0.064, -0.007, 0.067, 0.028, 0.050, 0.098, -0.027, -0.044, 0.023, 0.023]
}

---

Record 6
{
  "formula": "C26H28AsClInN6O4S",
  "method": "wB97M-V/def2-TZVPD",
  "homo_lumo_gap_ha": 0.2221,
  "max_force_ev_per_a": 0.758,
  "e_above_lowest_ev": 0.214,
  "total_charge": 1,
  "species": ["In", "As", "Cl", "S", "O", "O", "O", "O", "N", "N", "N", "N", "N", "N", "C", "C", "C", "C", "C", "C", "C", "C", "C", "C", "C", "C", "C", "C", "C", "C", "C", "C", "C", "C", "C", "C", "C", "C", "C", "C", "H", "H", "H", "H", "H", "H", "H", "H", "H", "H", "H", "H", "H", "H", "H", "H", "H", "H", "H", "H", "H", "H", "H", "H", "H", "H", "H", "H"],
  "coordinates": [[0.293, 0.180, -0.014], [1.581, 1.132, -2.170], [0.603, 2.859, 1.301], [-2.145, -1.293, 6.892], [-0.537, 2.274, 0.471], [1.776, 2.803, 0.446], [0.777, 1.950, 2.415], [0.255, 4.173, 1.690], [-1.628, 0.214, -1.361], [-4.313, -0.974, 5.454], [-0.252, -1.900, -0.778], [-1.266, -2.156, -1.476], [-0.907, -0.433, 1.790], [1.939, -1.086, 0.574], [-2.290, 1.304, -1.783], [2.520, -3.425, 1.018], [-2.195, -0.089, 1.903], [0.507, -2.880, -0.216], [-2.899, -1.113, -2.885], [3.537, 0.330, 1.756], [3.463, 1.494, -1.983], [-2.273, -0.814, 4.183], [-1.926, -0.972, -1.906], [5.604, -0.603, 0.158], [1.005, -5.182, 0.252], [-0.288, -0.943, 2.864], [5.861, 0.368, 1.119], [-3.569, 0.013, -3.318], [1.473, 0.005, -3.728], [-3.263, 1.249, -2.758], [0.183, -4.261, -0.304], [-0.933, -1.150, 4.061], [2.181, -4.739, 0.921], [0.867, 2.811, -2.802], [3.280, -0.640, 0.798], [-2.975, -1.031, 5.508], [-2.906, -0.267, 3.072], [4.320, -1.097, -0.010], [4.822, 0.833, 1.912], [1.685, -2.410, 0.454], [0.772, -6.236, 0.209], [3.410, -3.128, 1.554], [5.008, 1.590, 2.662], [0.433, -0.099, -4.036], [-0.153, 2.671, -3.154], [-4.331, -0.068, -4.083], [-2.663, 0.346, 1.032], [-0.404, -1.562, 4.908], [-3.100, -2.098, -3.280], [-3.933, 0.067, 3.084], [-2.023, 2.236, -1.303], [2.824, -5.475, 1.388], [-4.834, -0.912, 4.598], [-3.775, 2.151, -3.061], [6.861, 0.759, 1.244], [1.880, -0.980, -3.505], [0.879, 3.535, -1.991], [3.778, 2.103, -2.829], [2.730, 0.699, 2.375], [0.760, -1.184, 2.741], [-0.730, -4.542, -0.812], [-4.824, -1.114, 6.311], [4.010, 0.554, -1.968], [1.488, 3.164, -3.625], [2.046, 0.466, -4.531], [3.640, 2.023, -1.049], [4.119, -1.837, -0.776], [6.403, -0.970, -0.472]],
  "lowdin_charge": [0.706, 1.095, 0.723, 0.738, -0.429, -0.367, -0.323, -0.236, 0.034, 0.092, -0.030, 0.123, 0.002, -0.032, -0.118, -0.008, -0.085, -0.202, 0.012, -0.029, -0.240, -0.187, -0.301, -0.077, -0.068, -0.078, -0.075, -0.025, -0.258, -0.029, -0.011, -0.003, -0.041, -0.247, -0.305, -0.820, 0.018, -0.070, -0.058, -0.233, 0.109, 0.121, 0.114, 0.030, 0.025, 0.122, 0.111, 0.092, 0.124, 0.117, 0.110, 0.117, 0.095, 0.119, 0.107, 0.037, 0.035, 0.048, 0.091, 0.115, 0.113, 0.107, 0.024, 0.046, 0.045, 0.033, 0.123, 0.111]
}